Record 1
ORCA calculation (wB97M-V/def2-TZVPD) on a gas-phase ion, C5H8N3O (charge +1) in a non-equilibrium geometry.

energy above the lowest of the compared OMol25 structures with the same formula, charge and spin	189.7	kcal per mole
E_HOMO (spin up / spin down)	-11.843 / -11.844	eV

Structure (ORCA input):
```
! RIJCOSX wB97M-V def2-TZVPD def2/J DEFGRID3
* xyz 1 1
N -3.17884 -0.52159 0.00310
H 0.90504 0.52366 -1.34530
C 2.23314 1.49454 0.52449
O 1.18991 0.88417 0.64328
C -2.39078 -1.10150 -0.66642
H -2.55756 -1.97785 -1.26070
H 2.66486 1.70973 -0.45463
H 0.58801 -1.87265 0.70489
N -2.84419 0.47929 0.72790
C 0.99874 -1.32509 -0.19963
H 0.78227 -1.88912 -1.05273
C 0.56013 0.14354 -0.41651
H 2.12353 -1.20408 -0.28136
H 2.56877 1.86805 1.49039
C -0.83800 0.16342 -0.19333
H -1.25717 1.77914 1.14192
N -1.54787 0.84634 0.63463
*
```

---

Record 2
ORCA calculation (wB97M-V/def2-TZVPD) on 2 unconnected molecules or ions with the total composition C5H12NS in a non-equilibrium geometry.

energy above the lowest of the compared OMol25 structures with the same formula, charge and spin	33.1	kcal per mole
E_HOMO	-2.441	eV

Structure (ORCA input):
```
! RIJCOSX wB97M-V def2-TZVPD def2/J DEFGRID3
* xyz -1 1
H 0.89357 -0.39553 0.12943
H -2.33104 -1.46591 1.34022
C -0.69587 -0.45498 2.31821
S 0.30371 1.04411 2.07077
H -1.79585 -0.05706 0.38715
H 0.85138 2.03996 -0.13518
H 1.91124 -2.40835 -0.97632
C 0.78055 1.98371 -1.21034
H 1.37825 -1.82458 -2.68251
C 1.35427 -1.67391 -1.59499
H -0.13767 -1.36792 2.06331
H -1.12378 -0.56701 3.34983
H 0.16217 2.74098 -1.64760
N 0.24388 0.60174 -1.58209
C -1.90973 -0.41803 1.40783
H 1.87140 2.10523 -1.51544
H 0.10178 0.47178 -2.58697
C 0.88054 -0.51189 -0.99282
H -2.73879 0.15766 1.85751
*
```

---

Record 3
ORCA calculation (wB97M-V/def2-TZVPD) on a molecular structure, C31H36N4O3Si2Sr.

energy above the lowest of the compared OMol25 structures with the same formula, charge and spin	3.9	kcal per mole
E_HOMO	-1.063	eV

Structure (ORCA input):
```
! RIJCOSX wB97M-V def2-TZVPD def2/J DEFGRID3
* xyz -2 1
H 0.55679 4.71511 2.02805
H 1.89957 -4.20164 -1.85830
C -0.29764 3.85046 5.20956
H -1.67393 -2.75119 -3.15385
H 1.23066 -1.90611 -5.53290
O 0.93626 2.18750 1.63526
H 2.80260 -0.23186 -3.23679
C 0.45102 -1.83522 -4.76758
H -4.02042 -2.69914 -2.50070
C -0.22831 5.10120 -1.23447
C -0.02571 1.99220 -3.78248
N 0.68002 -0.30383 2.89209
H -2.55674 -0.52087 2.06951
H -4.08071 0.06239 1.37468
C 0.25988 1.88041 3.88912
N 0.30053 -1.44537 -1.77323
H -2.04786 2.27298 -1.26781
C 2.09773 -4.57981 1.46008
H 1.81382 4.36677 -3.48149
N 0.72340 -1.66871 3.16490
H 2.92513 3.00408 -3.28931
C -2.70303 -0.80825 -0.04661
C 2.89797 -1.29939 -3.03116
H 1.58082 -7.70201 2.63275
H -0.34715 1.83190 5.93110
C -2.43793 5.50848 -0.37215
H -3.17265 6.17756 0.06209
H 0.65800 1.35970 -4.35298
C 0.82788 -5.91111 3.51450
C -0.03397 4.64316 4.08929
N -1.41786 -0.83380 -0.38692
C -3.69297 -1.45590 -0.76530
Sr 0.86458 0.25361 0.30731
C -1.17213 5.96745 -0.69501
H 0.75439 5.49212 -1.47350
H 0.02240 -2.90416 4.12828
H 2.72752 -6.51152 0.77427
O 0.01896 -3.89629 4.39129
C 0.37647 4.09577 2.89815
H 0.19744 -0.06371 4.85858
H 2.71909 4.14608 -1.97696
C 1.46000 -3.97798 -2.82980
H -2.58286 0.97310 1.14309
C -1.97436 -2.20181 -2.27240
C 1.39063 -2.33196 2.23018
Si 1.20426 -2.11360 -3.04556
C 0.54966 2.69070 2.73946
H -4.72607 -1.40859 -0.44892
C -3.00632 -0.03132 1.20370
H 2.57815 -4.01852 0.66843
C -1.78915 3.31931 -1.12561
C -2.74284 4.17092 -0.59533
C -3.28706 -2.16682 -1.90112
O 1.99766 -1.83841 1.24980
C -0.50191 3.75207 -1.46608
H -0.94090 1.41406 -3.63978
C 0.37742 0.43153 3.89628
C -0.98110 -1.50403 -1.50363
H 0.50799 -4.50928 -2.88663
H -0.25933 2.87520 -4.38597
H -0.16079 5.72065 4.15233
H -3.72410 3.78447 -0.33936
H 2.11792 -4.37782 -3.60739
C 2.17752 -5.95969 1.52557
C 0.74079 -4.51700 3.44609
Si 0.79001 2.46342 -2.09583
H 0.00048 -0.84624 -4.83747
C 1.39403 -3.83219 2.39870
H 3.35912 -1.40409 -2.04766
H -0.31421 -2.57279 -5.01492
C 2.18544 3.62031 -2.77086
C -0.14524 2.48188 5.08392
H 0.31195 -6.40483 4.32871
H -0.62022 4.29419 6.14245
H 3.57240 -1.74047 -3.76884
C 1.53620 -6.62007 2.56518
H -0.90908 7.00670 -0.52204
*
```

---

Record 4
ORCA calculation (wB97M-V/def2-TZVPD) on 2 unconnected molecules or ions with the total composition C2H9N2 in a non-equilibrium geometry.

energy above the lowest of the compared OMol25 structures with the same formula, charge and spin	50.3	kcal per mole
E_HOMO	-15.503	eV

Structure (ORCA input):
```
! RIJCOSX wB97M-V def2-TZVPD def2/J DEFGRID3
* xyz 1 1
N 0.61807 0.49983 1.94939
H 1.46598 1.06175 1.62132
C 0.03796 0.48357 -1.56849
N -0.23517 -0.28590 -0.44465
H -0.75224 1.01079 -2.00905
H -1.78237 -1.34519 0.32635
H 0.42799 -0.23405 -2.33829
H 0.04669 0.99466 2.62300
H 1.14371 -0.15238 2.58631
H 0.73387 1.24605 -1.29075
H 0.23314 -0.01679 0.46976
H -0.95596 -1.94568 -1.44089
C -0.98168 -1.31667 -0.48400
*
```

---

Record 5
ORCA calculation (wB97M-V/def2-TZVPD) on a molecular structure, C11H20Br2NSiY.

energy above the lowest of the compared OMol25 structures with the same formula, charge and spin	5.0	kcal per mole
E_HOMO	-15.388	eV

Structure (ORCA input):
```
! RIJCOSX wB97M-V def2-TZVPD def2/J DEFGRID3
* xyz 2 1
C -2.24255 -0.85832 3.15676
H 1.48645 -6.03303 -1.27555
C 1.09836 -2.06576 -0.24746
Br -3.28258 -0.26033 1.63301
C 1.31052 -5.34312 -2.10302
C 0.80776 -4.03843 -1.58167
C 1.58284 -3.26208 -0.71358
Y -0.68162 0.51813 0.09717
H 2.56640 -3.59275 -0.40751
H 0.77393 5.74675 0.17240
C -0.87151 -2.33566 -1.42386
C -0.44808 -3.53948 -1.93340
Si 0.29032 3.32007 0.28187
C -0.74652 3.26320 1.85418
H -1.52095 2.47349 1.85632
H -1.85314 -1.95082 -1.68314
H -0.54885 2.84802 -2.08214
C 1.17699 1.66675 0.22489
N -0.12232 -1.58961 -0.58481
H 1.90142 4.80524 -0.81245
H -2.31525 -1.93662 3.21255
Br -0.37143 -0.38457 2.96093
C 1.35061 4.82147 0.12975
H 1.77371 1.47373 1.12548
H -2.62069 -0.35703 4.03892
H 2.26520 -5.20170 -2.61203
H 0.60790 -5.80079 -2.79441
H 1.83130 1.55497 -0.64904
H 2.07830 4.83123 0.94300
H -0.12853 3.09712 2.73856
H 1.69838 -1.44986 0.41313
H -1.59739 4.00909 -1.28340
H -1.09396 -4.09224 -2.60171
C -1.00705 3.10492 -1.12146
H -1.31708 4.18155 2.00745
H -1.83091 2.37646 -0.93575
*
```

---

Record 6
ORCA calculation (wB97M-V/def2-TZVPD) on a molecular structure, C12H15BeF9N5O21 in a non-equilibrium geometry.

energy above the lowest of the compared OMol25 structures with the same formula, charge and spin	0.0	kcal per mole
E_HOMO	0.179	eV

Structure (ORCA input):
```
! RIJCOSX wB97M-V def2-TZVPD def2/J DEFGRID3
* xyz -3 1
O 2.89379 -1.31057 0.89075
H -3.40447 -0.25287 -1.82823
F -1.29684 3.69211 -3.36668
N -1.24061 -3.28374 -1.58620
H 1.01897 -6.07783 1.89706
C -2.35016 0.55215 1.04988
C 0.89610 5.68975 1.30080
O -0.72364 -2.15231 -1.39425
F 0.29130 -2.50942 4.68183
O 1.62916 2.44877 3.00727
F -1.29290 1.73151 2.79118
F -1.43038 -1.47930 3.84626
F 0.52680 -0.53910 3.91592
O 0.79814 0.24158 -5.12030
O -3.38947 -0.26977 0.99368
O 2.91422 0.98301 -1.82019
O 3.50614 1.63907 2.23352
H 1.93150 5.87878 1.00902
C -0.10764 -1.68188 3.70922
N 0.17190 -0.31217 -4.20067
C -4.15702 -0.78527 -1.24446
O 2.48650 -2.13304 -1.05395
O -1.45103 0.49188 0.27866
O 1.63082 1.27142 1.20734
O -1.13570 -3.80587 -2.72056
N 2.28607 1.77889 2.16648
F 0.38254 5.10609 -3.21650
C -2.43777 1.60923 2.15333
H 0.74757 -6.01055 0.07437
F -3.42535 1.41287 3.03019
C -0.02650 3.84235 -3.00531
O 4.42890 -2.46997 -0.16795
F -2.66241 2.79302 1.53614
O 0.04371 2.39008 -1.05866
O 4.76019 -0.12311 -2.25888
H -0.57080 -5.77310 1.23783
O 0.56889 -3.54054 2.30371
H 1.98471 -4.03350 0.85849
H -2.42225 -1.66463 -0.18595
O 0.38682 4.54418 -0.73266
H -5.01041 -0.14240 -1.03301
C 0.92000 -4.12148 1.07350
O -0.00405 -1.65947 1.32792
H -4.50811 -1.62214 -1.85040
H 0.31502 6.52661 0.90896
O -0.57097 -1.28228 -4.47756
N 3.73744 0.47715 -2.63548
O -1.85848 -3.89200 -0.68718
H -0.52779 3.98140 0.98103
C 0.49227 -5.61896 1.05596
C 0.45093 4.35425 0.67615
F 0.72567 3.08038 -3.75718
N 3.29461 -1.97643 -0.10656
H -4.08867 -2.05328 0.48680
O 0.26990 0.11091 -3.02026
C 0.11446 3.49212 -1.48895
C 0.15867 -2.27568 2.33352
H 0.91984 5.69790 2.38889
H 1.17660 3.59334 0.96439
H 0.41148 -3.68624 0.21298
Be 0.72583 -0.15811 -0.68769
C -3.44399 -1.33206 -0.01096
O 3.53993 0.61826 -3.86639
*
```